One molecule with the formula C5H12O, computed with wB97M-V/def2-TZVPD.

Each line ends with the Löwdin charge.
CARTESIAN COORDINATES (ANGSTROEM)
1 C 1.9151 -0.2576 -0.8076  -0.090
2 C 0.7437 -0.7111 0.0766  -0.191
3 C -0.5473 0.1405 -0.0152  -0.635
4 C -1.7265 -0.7105 0.4624  -0.044
5 C -0.4316 1.4199 0.8114  -0.035
6 O -0.8169 0.5578 -1.3559  -0.035
7 H 2.4848 -1.1197 -1.1703  0.074
8 H 2.6045 0.4015 -0.2731  0.074
9 H 1.5785 0.2988 -1.6902  0.067
10 H 1.0624 -0.7238 1.1264  0.117
11 H 0.4855 -1.7503 -0.1657  0.109
12 H -1.5521 -1.0846 1.4783  0.087
13 H -1.8563 -1.5691 -0.2062  0.084
14 H -2.6570 -0.1332 0.4576  0.086
15 H -0.3391 1.1947 1.8800  0.086
16 H -1.3211 2.0420 0.6636  0.087
17 H 0.4424 1.9999 0.4960  0.086
18 H -0.2231 0.0880 -1.9499  0.073

Cartesian forces, eV/Å:
C 0.06 0.06 -0.01
C -0.04 -0.05 -0.01
C 0.04 -0.06 0.30
C -0.02 -0.02 0.03
C 0.05 0.04 0.04
O 0.04 -0.11 -0.15
H -0.04 0.17 0.13
H -0.10 -0.06 -0.06
H 0.14 -0.09 0.12
H -0.10 -0.03 -0.15
H -0.01 0.17 -0.07
H -0.03 0.06 -0.13
H 0.02 0.12 0.11
H 0.17 -0.03 -0.01
H -0.01 0.01 -0.16
H 0.13 -0.12 0.00
H -0.11 -0.08 0.04
H -0.19 0.00 -0.02

Summary:
**E**: -272.94200 hartree
**ΔE to the lowest compared entry with this formula, charge and spin**: 17.5 kJ/mol
**Molar mass**: 88.15 g mol⁻¹
**Orbital gap**: 11.067 eV
**E_HOMO**: -0.37170 Eh